Here is one molecule with the formula C3H4N2O at a distorted geometry from the OMol25 dataset. Energies are from ωB97M-V/def2-TZVPD.

Each line ends with the Löwdin charge.
Atoms and positions in Å:
N1 -1.929 0.897 -0.522  0.15
C1 -0.818 0.379 -0.195  -0.38
O1 0.183 0.304 -1.043  -0.02
C2 1.339 -0.347 -0.511  -0.19
C3 1.137 -0.743 0.947  -0.03
N2 -0.082 -0.348 1.146  0.07
H1 -2.677 0.942 0.162  0.05
H2 -0.848 -0.207 1.758  0.10
H3 2.173 0.353 -0.611  0.12
H4 1.524 -1.230 -1.130  0.12

Values from the calculation:
Energy above the lowest of the compared OMol25 structures with the same formula, charge and spin, kcal per mole: 83.2
Orbital gap, eV: 9.786
E_LUMO, eV: 0.72